1.
A molecular structure, C9H26LiNO5 at a distorted geometry. Source: the OMol25 dataset; level of theory: ωB97M-V with the def2-TZVPD basis set.

The geometry in XYZ format:
```
42
Properties=species:S:1:pos:R:3:lowdin_charge:R:1
Li 0.495 -0.695 0.031 0.605
C 2.316 0.503 -0.972 -0.296
O 1.175 0.041 -1.657 -0.494
H 2.732 -0.474 -0.493 0.083
H 1.972 1.276 -0.123 0.117
H 2.975 0.575 -1.691 0.038
C 1.129 -3.326 -0.929 -0.102
O 0.202 -2.669 -0.072 -0.220
H 0.611 -3.715 -1.749 0.070
H 1.373 -4.025 -0.278 0.038
H 1.703 -2.397 -1.305 0.112
H -0.632 -3.226 -0.202 0.130
C 0.769 2.283 -2.177 -0.199
O 0.388 1.428 -3.231 -0.157
H 1.374 3.028 -2.416 0.031
H 1.433 1.626 -1.477 0.013
H 0.012 2.711 -1.586 0.044
H 0.531 0.451 -3.033 0.063
C 2.538 -1.962 2.600 0.002
O 1.701 -0.872 2.031 -0.213
C 0.936 -0.035 2.961 -0.182
C 0.158 0.990 2.089 -0.262
N -0.768 0.262 1.298 -0.119
C -1.544 1.241 0.454 -0.153
C -2.606 0.487 -0.372 -0.223
O -3.404 1.527 -0.883 -0.242
C -4.345 1.093 -1.923 -0.072
H 1.904 -2.565 3.151 0.074
H 3.171 -1.622 3.254 0.031
H 3.022 -2.437 1.803 0.083
H 1.617 0.476 3.556 0.097
H 0.493 -0.263 3.831 0.083
H 0.856 1.662 1.456 0.135
H -0.305 1.750 2.869 0.156
H -1.298 -0.156 2.150 0.173
H -0.989 1.837 -0.372 0.129
H -2.052 2.052 0.995 0.124
H -3.456 -0.221 0.224 0.178
H -2.378 0.084 -1.250 0.060
H -3.903 0.678 -2.765 0.050
H -4.737 2.167 -2.197 0.129
H -5.166 0.418 -1.587 0.088
```

The energy above the lowest of the compared OMol25 structures with the same formula, charge and spin comes out at 2.206 eV. As for the total energy: -21677.7526 eV. Its multiplicity is 1. The calculation puts the orbital gap at 7.26 eV.

2.
A molecular structure, C14H14BaIN5O4S4Se2 at a distorted geometry. Source: the OMol25 dataset; level of theory: ωB97M-V with the def2-TZVPD basis set.

The geometry in XYZ format:
```
45
Properties=species:S:1:pos:R:3:lowdin_charge:R:1
Ba 1.068 -0.072 -0.207 1.704
O -0.067 -3.528 -6.204 -0.136
C 0.381 -2.830 -5.309 -1.074
S 0.000 -1.127 -5.089 0.902
C 1.032 -0.802 -3.686 -1.231
C 1.737 -1.863 -3.223 -1.201
S 2.892 -1.876 -1.910 0.335
S 1.491 -3.396 -4.070 0.904
S 1.013 0.839 -3.106 0.271
C -0.778 4.614 1.768 -0.408
Se -1.396 2.771 1.759 0.903
C -3.182 3.157 1.029 -0.576
C -3.267 4.026 -0.219 -0.585
Se -2.030 3.559 -1.665 0.858
C -2.420 1.656 -1.728 -0.424
H -1.480 5.240 2.320 0.017
H -0.653 4.988 0.753 0.000
H 0.183 4.597 2.280 0.005
H -3.749 3.623 1.838 0.052
H -3.617 2.175 0.850 0.019
H -3.040 5.066 0.005 0.038
H -4.269 3.980 -0.641 0.046
H -3.441 1.482 -2.060 0.026
H -2.256 1.231 -0.738 -0.026
H -1.710 1.216 -2.430 -0.035
I 6.108 -4.917 3.528 0.762
C 4.721 -3.855 2.421 -0.794
C 4.347 -4.102 1.119 -0.171
N 3.421 -3.177 0.821 -0.052
N 3.181 -2.331 1.836 0.040
C 3.964 -2.738 2.826 -0.225
H 4.669 -4.858 0.419 0.115
H 2.988 -2.993 -0.109 -0.026
H 3.968 -2.224 3.777 0.097
O -0.484 -1.691 -0.524 -0.545
N -1.472 -2.491 -0.447 -0.034
C -2.486 -2.202 0.319 -0.324
C -3.570 -3.153 0.366 -0.204
N -4.467 -3.872 0.438 0.114
C -2.649 -1.015 1.103 -0.166
N -2.795 -0.055 1.720 0.165
O 1.188 2.368 3.184 -0.093
C 2.018 1.744 2.533 -0.548
O 1.854 1.082 1.431 -0.603
H 3.052 1.751 2.926 0.111
```

As for the total energy: -213215.8003 eV. As for the total charge: -2. Its multiplicity is 1. The calculation puts the orbital gap at 4.63 eV.

3.
2 unconnected molecules or ions with the total composition C16H36BNO4Si. Source: the OMol25 dataset; level of theory: ωB97M-V with the def2-TZVPD basis set.

The geometry in XYZ format:
```
59
Properties=species:S:1:pos:R:3:lowdin_spin:R:1
C 1.837 -0.659 -7.508 0.000
Si 2.575 -0.222 -5.839 0.000
C 2.085 1.520 -5.388 0.000
C 4.437 -0.364 -5.976 0.000
O 2.004 -1.340 -4.778 0.000
C 1.576 -0.979 -3.442 0.000
C 2.696 -0.519 -2.523 0.000
B 2.230 0.568 -1.418 0.000
O 1.780 -0.051 -0.138 0.000
C 1.723 1.053 0.726 0.000
C 2.830 2.030 0.226 0.000
O 3.342 1.462 -0.954 0.000
H 2.111 0.065 -8.279 0.000
H 2.163 -1.650 -7.829 0.000
H 0.748 -0.678 -7.422 0.000
H 1.039 1.588 -5.089 0.000
H 2.226 2.160 -6.265 0.000
H 2.682 1.920 -4.567 0.000
H 4.693 -1.409 -6.171 0.000
H 4.844 0.246 -6.786 0.000
H 4.917 -0.073 -5.042 0.000
H 1.083 -1.867 -3.045 0.000
H 0.816 -0.197 -3.517 0.000
H 3.107 -1.392 -2.003 0.000
H 3.516 -0.103 -3.119 0.000
H 1.289 1.308 -1.865 0.000
H 0.741 1.548 0.659 0.000
H 1.866 0.729 1.763 0.000
H 3.644 2.155 0.953 0.000
H 2.384 3.019 0.027 0.000
C -4.118 -0.029 2.208 0.004
C -2.705 -0.627 2.325 0.024
C -2.740 -2.021 2.968 0.016
C -3.014 -2.005 4.470 0.001
C -2.040 -1.082 5.198 0.016
C -2.034 0.344 4.635 0.025
N -1.798 0.243 3.155 0.374
O -0.562 0.126 2.836 0.529
C -3.338 1.074 4.964 0.003
C -0.887 1.148 5.236 -0.001
C -2.101 -0.713 0.925 -0.001
H -4.097 1.055 2.314 0.002
H -4.518 -0.255 1.219 0.000
H -4.815 -0.434 2.942 0.000
H -1.776 -2.504 2.785 0.002
H -3.499 -2.612 2.446 0.002
H -4.048 -1.708 4.673 0.000
H -2.907 -3.019 4.861 0.001
H -2.273 -1.032 6.266 0.002
H -1.028 -1.486 5.104 0.002
H -3.366 2.045 4.468 0.001
H -3.373 1.241 6.042 0.000
H -4.231 0.522 4.689 0.000
H 0.067 0.649 5.093 0.000
H -1.071 1.274 6.305 0.000
H -0.825 2.133 4.772 0.000
H -2.000 0.281 0.486 0.000
H -2.772 -1.306 0.300 0.000
H -1.114 -1.167 0.926 0.000
```

The energy above the lowest of the compared OMol25 structures with the same formula, charge and spin comes out at 0.000 eV. As for the total energy: -35412.8190 eV. As for the total charge: -1. Its multiplicity is 2. The calculation puts the orbital gap (alpha / beta) at 6.53 / 6.53 eV.

4.
C5H11NO in the gas phase at a distorted geometry. Source: the OMol25 dataset; level of theory: ωB97M-V with the def2-TZVPD basis set.

The geometry in XYZ format:
```
18
Properties=species:S:1:pos:R:3:lowdin_charge:R:1
C -1.742 -0.661 1.285 0.008
C -0.686 0.063 0.903 -0.272
C 0.683 -0.753 1.103 -0.352
N 0.786 -1.708 0.069 -0.074
C -0.675 1.274 -0.177 -0.140
C 0.001 1.151 -1.586 -0.289
O 1.396 0.831 -1.367 -0.137
H -2.707 -0.331 1.342 0.022
H -1.393 -1.623 1.862 0.099
H 0.478 -1.114 2.281 0.133
H 1.519 -0.071 1.256 0.099
H -0.337 -2.024 -0.241 0.194
H 1.635 -2.371 -0.208 0.148
H -0.077 2.215 0.412 0.161
H -1.794 1.582 -0.181 0.114
H -0.644 0.550 -2.227 0.101
H 0.027 2.144 -2.097 0.115
H 1.142 -0.092 -0.917 0.070
```

The energy above the lowest of the compared OMol25 structures with the same formula, charge and spin comes out at 4.877 eV. As for the total energy: -8896.8200 eV. Its multiplicity is 1. The calculation puts the orbital gap at 10.03 eV.

5.
6 unconnected molecules or ions with the total composition C31H79N7O11 at a distorted geometry. Source: the OMol25 dataset; level of theory: ωB97M-V with the def2-TZVPD basis set.

The geometry in XYZ format:
```
128
Properties=species:S:1:pos:R:3:lowdin_charge:R:1
C -3.678 2.038 2.228 -0.102
O -2.267 1.956 2.349 -0.218
C -1.740 2.852 3.379 -0.207
C -0.383 2.439 3.702 -0.245
N 0.583 2.648 2.662 -0.066
C 1.916 2.211 3.055 -0.203
C 2.991 2.617 2.085 -0.229
O 2.940 1.820 0.922 -0.195
C 3.872 2.255 -0.019 -0.131
H -4.069 1.329 1.507 0.058
H -4.059 2.992 1.888 0.083
H -4.013 1.872 3.254 0.089
H -2.256 2.849 4.358 0.131
H -1.884 3.867 3.064 0.119
H -0.508 1.374 3.865 0.130
H -0.080 2.933 4.616 0.120
H 0.594 3.536 2.210 0.112
H 1.842 1.126 3.148 0.123
H 2.104 2.656 4.044 0.118
H 3.987 2.616 2.597 0.136
H 2.815 3.676 1.771 0.130
H 3.588 3.307 -0.253 0.091
H 3.751 1.703 -0.965 0.078
H 4.924 2.297 0.302 0.094
C 4.158 -4.122 0.298 -0.113
O 3.745 -2.941 -0.355 -0.226
C 4.302 -2.850 -1.686 -0.180
C 3.671 -1.678 -2.449 -0.213
N 4.221 -1.499 -3.767 -0.069
C 3.657 -0.371 -4.416 -0.233
C 4.057 -0.275 -5.897 -0.224
O 3.662 0.949 -6.447 -0.186
C 2.317 0.870 -6.874 -0.089
H 3.750 -4.081 1.321 0.097
H 5.232 -4.214 0.331 0.079
H 3.755 -5.065 -0.114 0.094
H 4.198 -3.786 -2.223 0.117
H 5.378 -2.739 -1.604 0.121
H 3.806 -0.774 -1.838 0.118
H 2.582 -1.736 -2.559 0.112
H 4.041 -2.370 -4.229 0.113
H 4.079 0.512 -3.931 0.123
H 2.562 -0.278 -4.295 0.089
H 3.737 -1.114 -6.485 0.114
H 5.146 -0.316 -5.930 0.127
H 2.024 1.867 -7.201 0.080
H 1.608 0.397 -6.204 0.085
H 2.408 0.383 -7.832 0.085
C -5.206 1.457 -1.436 -0.118
O -4.429 0.363 -1.842 -0.187
C -3.608 -0.168 -0.795 -0.233
C -2.796 -1.287 -1.384 -0.225
N -1.896 -0.704 -2.368 -0.020
C -1.044 -1.754 -2.998 -0.191
C -0.376 -1.090 -4.167 -0.218
O -1.263 -0.567 -5.191 -0.202
C -1.842 -1.561 -5.991 -0.128
H -5.750 1.822 -2.297 0.084
H -4.572 2.222 -0.986 0.075
H -5.987 1.131 -0.746 0.086
H -4.208 -0.636 0.034 0.133
H -2.975 0.654 -0.403 0.102
H -3.482 -2.057 -1.720 0.114
H -2.283 -1.859 -0.589 0.102
H -2.350 -0.201 -3.113 0.098
H -1.646 -2.644 -3.268 0.117
H -0.312 -2.062 -2.265 0.105
H 0.306 -1.826 -4.640 0.118
H 0.268 -0.250 -3.806 0.107
H -1.081 -2.148 -6.531 0.087
H -2.576 -1.038 -6.631 0.099
H -2.386 -2.323 -5.397 0.083
C -1.751 -6.660 10.764 -0.162
O -2.430 -5.490 10.614 -0.192
C -2.845 -5.147 9.296 -0.223
C -3.246 -3.689 9.250 -0.199
N -3.671 -3.361 7.890 -0.071
C -2.626 -3.275 6.928 -0.246
C -3.147 -2.803 5.600 -0.241
O -2.066 -2.668 4.718 -0.152
C -2.524 -2.393 3.461 -0.146
H -0.957 -6.828 10.012 0.086
H -2.417 -7.488 10.608 0.079
H -1.172 -6.687 11.704 0.098
H -3.738 -5.749 9.031 0.135
H -1.997 -5.413 8.643 0.116
H -2.395 -3.119 9.618 0.115
H -4.096 -3.610 9.972 0.136
H -4.201 -2.487 7.814 0.118
H -2.189 -4.242 6.775 0.110
H -1.785 -2.620 7.180 0.129
H -3.634 -1.828 5.697 0.125
H -3.879 -3.544 5.217 0.137
H -3.082 -1.472 3.310 0.081
H -3.263 -3.096 3.145 0.079
H -1.687 -2.366 2.764 0.075
C 1.714 6.546 -6.457 -0.172
O 1.900 5.823 -5.318 -0.178
C 2.419 4.522 -5.641 -0.194
C 2.552 3.633 -4.402 -0.230
N 1.332 3.322 -3.816 -0.059
C 1.318 2.394 -2.741 -0.194
C -0.094 2.361 -2.147 -0.221
O -0.257 3.562 -1.450 -0.183
C -1.566 3.787 -1.046 -0.125
H 1.608 7.608 -6.154 0.097
H 0.837 6.241 -7.049 0.090
H 2.620 6.458 -7.101 0.092
H 3.402 4.646 -6.097 0.118
H 1.811 3.977 -6.408 0.121
H 3.207 4.067 -3.642 0.123
H 3.086 2.742 -4.707 0.099
H 0.822 4.130 -3.526 0.114
H 1.949 2.746 -1.932 0.091
H 1.709 1.387 -3.007 0.108
H -0.230 1.526 -1.449 0.110
H -0.804 2.240 -2.956 0.120
H -1.862 3.021 -0.293 0.078
H -2.337 3.865 -1.815 0.088
H -1.582 4.731 -0.458 0.095
N 1.578 -1.246 0.470 0.152
C 0.147 -1.218 0.792 -0.585
N -0.432 -0.024 1.183 0.184
O -0.524 -2.227 0.683 -0.012
H 2.255 -0.628 0.907 0.065
H 1.974 -2.053 0.000 0.049
H -1.386 0.023 1.531 0.077
H 0.056 0.867 1.185 0.069
```

The energy above the lowest of the compared OMol25 structures with the same formula, charge and spin comes out at 0.163 eV. As for the total energy: -66374.4716 eV. Its multiplicity is 1. The calculation puts the orbital gap at 8.79 eV.

6.
2 unconnected molecules or ions with the total composition C15H25IN5O3 at a distorted geometry. Source: the OMol25 dataset; level of theory: ωB97M-V with the def2-TZVPD basis set.

The geometry in XYZ format:
```
49
Properties=species:S:1:pos:R:3:lowdin_charge:R:1
C -0.562 -6.195 0.512 0.142
C -0.459 -4.897 0.339 -0.115
N -0.406 -3.437 0.283 -0.077
C -1.368 -2.799 -0.651 -0.234
C -0.951 -2.699 -2.198 -0.708
C -0.492 -4.076 -2.897 -0.194
I -2.793 -2.079 -3.274 0.844
C 0.949 -2.876 0.296 -0.159
N 1.922 -2.826 -0.819 0.041
C 2.525 -1.470 -1.024 -0.071
C 1.496 -0.241 -0.926 -0.255
O 1.104 0.301 0.179 0.038
O 0.966 0.391 -2.129 0.025
C 0.156 1.519 -1.699 -0.344
C -1.436 1.206 -1.478 0.012
O 0.569 2.695 -1.490 0.087
N 1.381 -2.401 1.488 0.168
C 0.468 -2.435 2.716 -0.167
N 1.177 -1.707 3.842 0.003
H -0.857 -7.292 0.737 0.086
H -2.362 -3.406 -0.598 0.138
H -1.629 -1.729 -0.290 0.116
H -0.168 -1.892 -2.451 0.063
H -1.357 -4.850 -3.009 0.090
H -0.064 -3.854 -3.959 0.095
H 0.393 -4.518 -2.281 0.063
H 2.630 -3.578 -0.772 0.158
H 3.329 -1.308 -0.193 0.141
H 3.119 -1.397 -2.025 0.166
H -2.046 2.171 -1.295 0.109
H -1.518 0.542 -0.539 0.079
H -1.769 0.664 -2.443 0.036
H 2.322 -2.009 1.646 0.161
H -0.525 -1.888 2.538 0.154
H 0.347 -3.523 3.092 0.153
H 2.187 -1.972 3.854 0.081
H 1.192 -0.685 3.638 0.088
C -0.343 7.450 1.663 -0.112
C 0.074 5.997 1.462 -0.274
C -0.683 5.312 0.322 -0.193
C -2.160 5.310 0.618 -0.205
N -3.333 5.308 0.853 0.122
H -1.396 7.532 1.943 0.072
H 0.243 7.906 2.466 0.074
H -0.182 8.034 0.751 0.079
H -0.088 5.449 2.397 0.111
H 1.148 5.961 1.250 0.108
H -0.339 4.280 0.210 0.085
H -0.506 5.833 -0.624 0.121
```

As for the total energy: -37640.0340 eV. As for the total charge: +1. Its multiplicity is 1. The calculation puts the orbital gap at 7.01 eV.